#A
This record from the OMol25 dataset describes 3 unconnected molecules or ions with the total composition C4H12O3. The level of theory is ωB97M-V with the def2-TZVPD basis set.

Each atom is followed by the atoms it is bonded to, with distances in Å.
Element x y z (Å)
1 C -2.030 1.877 0.404  C2 1.501, H6 1.097, H7 1.095, H8 1.088
2 C -1.830 0.390 0.361  C1 1.501, C3 1.341, H9 1.082
3 C -0.729 -0.168 0.886  C2 1.341, O4 1.373, C5 1.486
4 O 0.377 0.602 1.144  C3 1.373, H10 0.962
5 C -0.545 -1.630 1.079  C3 1.486, H11 1.104, H12 1.088, H13 1.089
6 H -2.416 2.130 1.399  C1 1.097
7 H -2.822 2.212 -0.274  C1 1.095
8 H -1.121 2.452 0.240  C1 1.088
9 H -2.599 -0.229 -0.082  C2 1.082
10 H 1.149 0.061 0.957  O4 0.962
11 H 0.118 -2.002 0.279  C5 1.104
12 H -1.510 -2.125 0.991  C5 1.088
13 H -0.095 -1.904 2.032  C5 1.089
14 H 3.449 0.908 -0.708  O16 0.986
15 H 2.048 1.498 -0.746  O16 0.973
16 O 2.513 0.655 -0.887  H14 0.986, H15 0.973
17 H 1.477 -1.285 -1.843  O19 0.948
18 H 2.768 -1.748 -2.595  O19 0.974
19 O 1.797 -1.695 -2.635  H17 0.948, H18 0.974

## Properties
- Gap between HOMO and LUMO (alpha / beta): 2.97 / 8.73 eV
- Net charge: -1
- Multiplicity: 2
- HOMO level (alpha / beta): 0.730 / -5.220 eV

---

#B
This record from the OMol25 dataset describes 3 unconnected molecules or ions with the total composition C4H12O3. The level of theory is ωB97M-V with the def2-TZVPD basis set.

Each atom is followed by the atoms it is bonded to, with distances in Å.
Element x y z (Å)
1 C 2.520 0.930 -0.526  C5 1.441, H6 1.066, H7 1.200, H8 1.099
2 C -1.384 1.333 -0.502  O3 1.506, C4 1.485, H9 1.134, H10 1.078
3 O -2.553 0.431 -0.206  C2 1.506, H11 0.993
4 C 0.024 0.862 -0.476  C2 1.485, C5 1.362, H12 1.063
5 C 1.215 1.511 -0.348  C1 1.441, C4 1.362, H13 1.070
6 H 3.063 1.190 -1.406  C1 1.066
7 H 3.199 1.234 0.415  C1 1.200
8 H 2.404 -0.157 -0.403  C1 1.099
9 H -1.636 1.519 -1.593  C2 1.134
10 H -1.774 2.157 0.073  C2 1.078
11 H -2.332 0.048 0.683  O3 0.993
12 H 0.148 -0.144 -0.799  C4 1.063
13 H 1.282 2.469 0.126  C5 1.070
14 H 0.582 -4.592 -2.261  O16 0.921
15 H 0.720 -3.480 -1.262  O16 0.920
16 O 0.186 -3.832 -1.923  H14 0.921, H15 0.920
17 H -1.481 -1.055 3.143  O19 0.928
18 H -2.020 0.013 4.003  O19 0.880
19 O -2.163 -0.437 3.261  H17 0.928, H18 0.880

## Properties
- Gap between HOMO and LUMO (alpha / beta): 2.58 / 9.32 eV
- Net charge: -1
- Multiplicity: 2
- HOMO level (alpha / beta): 0.947 / -5.719 eV

---

Stability summary - winner: #A; margin: 0.0669 hartree.